# 1
Computed, not measured: 16 unconnected molecules or ions with the total composition C38H59BrCl30F3N4O5P in a non-equilibrium geometry, with wB97M-V/def2-TZVPD.

Each atom is followed by the atoms it is bonded to, with distances in Å.
Cartesian coordinates (Å):
1 Cl 0.5859 3.5111 3.7109  C118 1.761
2 H 5.9447 2.6337 2.5693  C126 1.144
3 Cl -2.5324 -4.5465 -5.1059  C62 1.766
4 C 2.6746 1.0198 1.7979  C35 1.362, C55 1.555, C121 1.567
5 C 0.5832 -0.3481 0.9917  C73 1.445, C89 1.486, C121 1.568
6 Cl -2.4105 1.6657 -7.5061  C20 1.768
7 H -7.4211 -8.3940 0.0599  C28 1.091
8 H -0.4119 2.7758 -1.4835  C110 1.128
9 H 0.2845 -8.8608 -4.8312  C117 1.087
10 H -3.2197 3.4335 -1.4550  C132 1.125
11 H 3.6901 -2.2560 -1.2248  N90 1.023
12 Cl -5.0401 -6.0209 -4.8775  C62 1.768
13 Cl 7.4206 -0.5088 3.5833  C134 1.765
14 Cl -5.2560 3.7082 -2.7696  C123 1.769
15 H -1.5899 -7.0249 -0.7982  C51 1.087
16 H -6.6006 1.1524 -7.5766  C37 1.087
17 O 2.5615 4.6211 1.0068  C38 1.356, C70 1.452
18 C 0.9979 8.9518 -1.4695  Cl25 1.768, H100 1.087, H103 1.083, Cl133 1.769
19 H -6.5326 2.4102 0.8415  C111 1.085
20 C -0.8580 1.5842 -6.6648  Cl6 1.768, H24 1.086, Cl65 1.769, H137 1.087
21 C 2.4017 5.3026 -4.2827  H34 1.087, Cl76 1.769, H84 1.085, Cl129 1.768
22 H 3.7998 -3.9657 0.1318  C93 1.135
23 H 4.3593 -0.3015 2.2068  C55 1.127
24 H -0.2538 0.8014 -7.1148  C20 1.086
25 Cl 1.9536 10.3508 -1.9750  C18 1.768
26 H 9.4420 0.6612 3.8547  C134 1.087
27 Cl -7.7033 3.2252 -1.2557  C123 1.767
28 C -6.5013 -7.8586 0.2984  H7 1.091, Cl72 1.771, H112 1.087, Cl136 1.768
29 Cl -6.3097 2.1838 3.1767  C111 1.771
30 H 4.4726 3.4531 3.2966  C126 1.131
31 F 2.0390 6.6314 0.2612  C38 1.379
32 H -0.3318 -10.9318 0.1029  C96 1.086
33 Cl 0.8203 -6.7618 -3.9076  C117 1.767
34 H 2.0954 6.3447 -4.3211  C21 1.087
35 C 2.2113 2.1264 1.1533  C4 1.362, C70 1.552, C87 1.574
36 H 3.5901 1.4910 4.3000  C49 1.130
37 C -6.9874 0.9449 -6.5826  H16 1.087, H46 1.086, Cl67 1.768, Cl91 1.769
38 C 2.5232 5.3937 -0.1070  O17 1.356, F31 1.379, F81 1.365, F97 1.381
39 Cl -8.8241 -9.9603 0.1290  C101 1.769
40 H 0.7062 2.1946 5.6554  C118 1.087
41 Cl -11.1631 -8.3061 -0.4309  C101 1.766
42 H -1.6096 1.9656 -2.5253  C110 1.126
43 H 9.2501 0.0209 2.2065  C134 1.087
44 H 4.3778 -1.5727 0.0897  N90 1.023
45 H 5.7480 7.1692 3.4317  C54 1.123
46 H -7.8769 0.3250 -6.6534  C37 1.086
47 C -0.9184 0.7831 -0.7927  C89 1.473, C110 1.556, C122 1.497
48 Cl -0.0423 -8.7488 -0.7331  C96 1.768
49 C 4.5230 1.3107 3.6893  H36 1.130, C55 1.604, H75 1.117, C126 1.592
50 H -6.1698 1.6430 -2.0927  C123 1.088
51 C -2.4657 -6.6050 -0.3091  H15 1.087, Cl63 1.772, H85 1.088, Cl99 1.766
52 N -2.8446 2.8638 0.4717  H71 1.030, C132 1.275
53 H 0.6253 3.9344 6.0210  C118 1.087
54 C 5.4330 6.1040 3.5936  H45 1.123, C78 1.556, H113 1.126, H114 1.119
55 C 4.1591 0.8077 2.2099  C4 1.555, H23 1.127, C49 1.604, H56 1.122
56 H 4.8390 1.2391 1.4282  C55 1.122
57 Cl -1.9954 -10.7551 -1.5558  C96 1.767
58 H 4.1540 3.2863 1.1924  C70 1.114
59 H 1.5455 -4.7221 0.3023  C88 1.117
60 H 3.1184 5.8491 9.5753  C66 1.086
61 H -4.1866 -4.8704 -6.7490  C62 1.086
62 C -4.1966 -4.6887 -5.6779  Cl3 1.766, Cl12 1.768, H61 1.086, H68 1.087
63 Cl -2.0438 -6.1880 1.3605  C51 1.772
64 H -11.0850 -10.4160 0.6125  C101 1.086
65 Cl -1.0766 1.2207 -4.9470  C20 1.769
66 C 3.2846 5.1607 8.7513  H60 1.086, H69 1.087, Cl95 1.767, Cl135 1.767
67 Cl -7.4154 2.4734 -5.8045  C37 1.768
68 H -4.7216 -3.7605 -5.4645  C62 1.087
69 H 2.3580 4.6501 8.5026  C66 1.087
70 C 3.1311 3.3104 0.7513  O17 1.452, C35 1.552, H58 1.114, H115 1.132
71 H -2.1271 2.3107 0.9607  N52 1.030
72 Cl -5.2862 -9.0267 0.8412  C28 1.771
73 C 0.0912 -1.6435 0.5822  C5 1.445, C82 1.553, C116 1.498
74 Cl 2.4023 -9.2154 -3.8621  C117 1.768
75 H 5.2287 0.5841 4.1593  C49 1.117
76 Cl 1.1522 4.3104 -5.0470  C21 1.769
77 H -1.6541 -9.8451 0.5904  C96 1.087
78 C 6.6332 5.1262 3.4351  C54 1.556, N83 1.429, O104 1.227
79 H 1.1435 -2.8211 2.1968  C82 1.116
80 H -10.7377 -10.5145 -1.1296  C101 1.086
81 F 1.6977 4.9364 -1.0928  C38 1.365
82 C 0.5894 -2.9598 1.2385  C73 1.553, H79 1.116, C88 1.612, H98 1.127
83 N 7.1093 4.2473 4.4565  C78 1.429, H106 1.033, C107 1.520
84 H 2.5155 4.9889 -3.2507  C21 1.085
85 H -3.2697 -7.3375 -0.2969  C51 1.088
86 H -7.1193 2.4063 -3.3892  C123 1.086
87 C 0.6879 2.2190 0.7692  C35 1.574, C89 1.565, O139 1.207
88 C 1.6507 -3.6130 0.2159  H59 1.117, C82 1.612, C93 1.577, H120 1.128
89 C 0.0716 0.8606 0.2948  C5 1.486, C47 1.473, C87 1.565
90 N 3.4881 -1.9123 -0.2829  H11 1.023, H44 1.023, C93 1.496
91 Cl -5.7559 0.0764 -5.6566  C37 1.769
92 H 1.5817 -8.0414 -5.7321  C117 1.086
93 C 3.1250 -3.1322 0.5023  H22 1.135, C88 1.577, N90 1.496, H141 1.119
94 Br -3.8873 -2.3549 -2.8625  P140 2.244
95 Cl 4.4858 3.9605 9.2400  C66 1.767
96 C -1.0031 -10.1441 -0.2276  H32 1.086, Cl48 1.768, Cl57 1.767, H77 1.087
97 F 3.7989 5.6171 -0.5867  C38 1.381
98 H -0.2519 -3.6736 1.4672  C82 1.127
99 Cl -2.9984 -5.1825 -1.2100  C51 1.766
100 H 0.3376 9.2498 -0.6596  C18 1.087
101 C -10.5590 -9.9522 -0.2173  Cl39 1.769, Cl41 1.766, H64 1.086, H80 1.086
102 Cl -6.6101 4.6345 1.6129  C111 1.769
103 H 1.6685 8.1725 -1.1304  C18 1.083
104 O 7.1756 5.0904 2.3346  C78 1.227
105 H -3.8016 1.3871 -3.0074  O124 0.975
106 H 7.8693 3.7082 4.0096  N83 1.033
107 C 6.0678 3.1940 4.7969  N83 1.520, H119 1.126, C126 1.592, H131 1.117
108 N -1.3065 -3.0740 -0.8982  H109 1.016, C116 1.450, H128 1.021
109 H -1.5118 -3.6544 -0.0898  N108 1.016
110 C -1.3377 2.1321 -1.4455  H8 1.128, H42 1.126, C47 1.556, C132 1.562
111 C -6.0174 2.9678 1.6160  H19 1.085, Cl29 1.771, Cl102 1.769, H127 1.088
112 H -6.6842 -7.1439 1.0967  C28 1.087
113 H 4.6534 5.8836 2.8112  C54 1.126
114 H 4.9522 6.0588 4.6034  C54 1.119
115 H 3.2763 3.2321 -0.3684  C70 1.132
116 C -0.9099 -1.7291 -0.5287  C73 1.498, N108 1.450, C122 1.478
117 C 1.1944 -8.2732 -4.7438  H9 1.087, Cl33 1.767, Cl74 1.768, H92 1.086
118 C 1.0656 3.1809 5.3731  Cl1 1.761, H40 1.087, H53 1.087, Cl138 1.771
119 H 5.3113 3.7125 5.4509  C107 1.126
120 H 1.3492 -3.2169 -0.7964  C88 1.128
121 C 1.6647 -0.1377 2.1068  C4 1.567, C5 1.568, O130 1.207
122 C -1.4393 -0.5472 -1.2410  C47 1.497, C116 1.478, P140 1.881
123 C -6.5832 2.5798 -2.4607  Cl14 1.769, Cl27 1.767, H50 1.088, H86 1.086
124 O -3.7945 0.7148 -2.3012  H105 0.975, P140 1.704
125 Cl 8.1771 2.1028 2.4816  C134 1.773
126 C 5.2866 2.6948 3.5029  H2 1.144, H30 1.131, C49 1.592, C107 1.592
127 H -4.9472 2.9753 1.4189  C111 1.088
128 H -0.6308 -3.5146 -1.5235  N108 1.021
129 Cl 3.9548 5.1299 -5.1087  C21 1.768
130 O 1.6962 -0.7830 3.1263  C121 1.207
131 H 6.6218 2.3867 5.3352  C107 1.117
132 C -2.5504 2.8458 -0.7683  H10 1.125, N52 1.275, C110 1.562
133 Cl 0.0211 8.3249 -2.8051  C18 1.769
134 C 8.7471 0.5171 3.0319  Cl13 1.765, H26 1.087, H43 1.087, Cl125 1.773
135 Cl 3.8281 6.0765 7.3417  C66 1.767
136 Cl -5.9558 -6.9848 -1.1383  C28 1.768
137 H -0.3540 2.5421 -6.7624  C20 1.087
138 Cl 2.8262 3.2241 5.5614  C118 1.771
139 O 0.0663 3.2474 0.8765  C87 1.207
140 P -2.6513 -0.4916 -2.6779  Br94 2.244, C122 1.881, O124 1.704
141 H 3.3628 -3.0060 1.5880  C93 1.119

Spin multiplicity: 1
Maximum force: 3.3 eV Å⁻¹
Charge: 0
E: -519714.96657 eV



# 2
Computed, not measured: 8 unconnected molecules or ions with the total composition C38H59BrFNO18 in a non-equilibrium geometry, with wB97M-V/def2-TZVPD.

Each atom is followed by the atoms it is bonded to, with distances in Å.
Cartesian coordinates (Å):
1 H 2.9470 2.2967 -7.0571  C113 1.093
2 H 9.7302 0.0706 1.2675  C93 1.097
3 H 1.3321 3.5046 -3.6445  N85 1.055
4 H 10.6233 -1.9755 2.0496  C77 1.094
5 H -2.0435 -1.2840 0.4002  C41 1.190
6 H -2.1628 -0.6816 -4.0994  C67 1.194
7 H -10.9114 0.5080 4.7352  C66 1.097
8 O 0.0889 -3.5960 0.3145  C74 1.337
9 C -3.6348 0.7304 4.1138  H23 1.094, C54 1.499, H73 1.092, C112 1.508
10 C -5.0308 -1.7658 8.7486  O45 1.365, C86 1.499, O107 1.220
11 H 4.4409 1.3447 -7.0484  C113 1.097
12 H -2.4882 -1.1245 7.6531  C51 1.095
13 C -5.6455 2.4643 -1.5239  C19 1.499, H25 1.092, H50 1.094, C108 1.508
14 C 7.4313 0.8490 -3.3094  O82 1.365, O92 1.220, C103 1.499
15 H -4.9723 -1.8149 2.5073  C26 1.094
16 H -10.5212 -0.8133 2.8122  C80 1.094
17 C 7.7000 -0.5880 1.4351  H88 1.092, C91 1.499, C93 1.508, H111 1.094
18 C 1.4993 1.6784 -2.6299  C46 1.638, N85 1.513, F87 1.481, O106 1.501
19 C -5.9152 1.7221 -0.2501  C13 1.499, O71 1.365, O98 1.220
20 O 8.8951 -2.5813 1.0847  C77 1.427, C91 1.365
21 H 3.4138 0.8453 -3.5851  C46 1.188
22 H -11.1643 1.7410 3.4887  C66 1.093
23 H -3.3594 1.5879 3.4936  C9 1.094
24 H -3.5946 1.9232 -1.8147  C108 1.097
25 H -5.8626 1.8430 -2.3958  C13 1.092
26 C -4.3366 -0.9296 2.6009  H15 1.094, O81 1.427, H94 1.095, C112 1.506
27 H -0.7031 -1.3310 1.8197  C41 1.192
28 O 7.0006 -2.2695 -0.1580  C91 1.220
29 C 2.7486 0.2541 -6.3160  H32 1.094, O40 1.427, H44 1.095, C113 1.506
30 O 0.6119 -2.0807 -1.4973  C43 1.471, C74 1.471
31 H -5.6155 0.7393 3.1838  C112 1.093
32 H 3.2560 0.2040 -5.3482  C29 1.094
33 H 3.3374 3.0308 -0.0828  C75 1.171
34 H 6.9848 -1.5468 -1.8476  C76 1.095
35 C -3.9675 2.8518 0.0796  H59 1.094, H64 1.095, O71 1.427, C108 1.506
36 O -8.6034 -0.3071 3.4041  C80 1.427, C118 1.365
37 H 9.2590 -1.2111 -3.8472  C83 1.097
38 H -9.7563 0.5223 1.9160  C80 1.095
39 C -3.7972 -2.7371 7.0156  H47 1.093, C51 1.506, C86 1.508, H101 1.097
40 O 2.9102 -0.9830 -7.0083  C29 1.427, C90 1.365
41 C -0.8817 -1.2124 0.6470  H5 1.190, H27 1.192, C74 1.672, H100 1.192
42 H 9.2230 -2.3120 3.0975  C77 1.095
43 C 0.1045 -2.9275 -2.5881  O30 1.471, C84 1.672, H99 1.186, H105 1.170
44 H 1.6799 0.4234 -6.1481  C29 1.095
45 O -3.7263 -1.8004 9.1504  C10 1.365, C51 1.427
46 C 3.1336 1.5931 -2.7051  C18 1.638, H21 1.188, H48 1.186, C97 1.638
47 H -3.4551 -2.6152 5.9845  C39 1.093
48 H 3.6080 2.6363 -3.0097  C46 1.186
49 H -0.9612 -2.6262 -4.5805  C84 1.193
50 H -6.2462 3.3780 -1.5393  C13 1.094
51 C -2.8959 -2.0715 8.0223  H12 1.095, C39 1.506, O45 1.427, H79 1.094
52 C -0.4505 0.8141 -3.8266  C67 1.654, O78 1.361, O106 1.471
53 H -5.3626 -0.4936 4.4303  C112 1.097
54 C -2.6018 -0.3432 3.9519  C9 1.499, O72 1.220, O81 1.365
55 H 9.1298 0.1182 2.9335  C93 1.093
56 H -5.9579 -2.7787 7.0945  C86 1.092
57 C 3.0853 0.7441 -8.5928  H63 1.094, H70 1.092, C90 1.499, C113 1.508
58 H 7.1847 -2.2798 -3.4585  C76 1.094
59 H -2.9525 2.5649 0.3698  C35 1.094
60 H 0.0960 3.3010 -2.4970  N85 1.044
61 H -8.9082 2.5896 3.7985  C109 1.094
62 H 5.0373 1.2800 -1.4917  C97 1.194
63 H 2.1064 1.0539 -8.9690  C57 1.094
64 H -4.1784 3.8532 0.4695  C35 1.095
65 O -7.0467 0.6549 4.7761  C118 1.220
66 C -10.4300 1.0510 3.9127  H7 1.097, H22 1.093, C80 1.506, C109 1.508
67 C -1.1549 -0.6368 -3.4612  H6 1.194, C52 1.654, C84 1.640, H115 1.170
68 H -5.2580 -1.1631 6.7241  C86 1.094
69 O 3.1457 -1.5977 -9.1986  C90 1.220
70 H 3.8749 1.0150 -9.2976  C57 1.092
71 O -4.9058 1.9368 0.6438  C19 1.365, C35 1.427
72 O -1.4979 -0.3468 4.4712  C54 1.220
73 H -3.7359 1.0257 5.1607  C9 1.092
74 C -0.0374 -2.3732 -0.2101  O8 1.337, O30 1.471, C41 1.672
75 C 3.4480 1.8711 0.0310  H33 1.171, H89 1.194, C97 1.641, H114 1.194
76 C 7.3646 -1.3812 -2.8613  H34 1.095, H58 1.094, O82 1.427, C83 1.506
77 C 9.5382 -1.8746 2.1443  H4 1.094, O20 1.427, H42 1.095, C93 1.506
78 O -1.3193 1.8214 -4.1166  C52 1.361
79 H -2.0682 -2.7212 8.3213  C51 1.094
80 C -9.8854 0.0720 2.9058  H16 1.094, O36 1.427, H38 1.095, C66 1.506
81 O -3.0545 -1.3087 3.0993  C26 1.427, C54 1.365
82 O 6.6672 -0.2757 -3.4336  C14 1.365, C76 1.427
83 C 8.8171 -0.9825 -2.8697  H37 1.097, C76 1.506, H102 1.093, C103 1.508
84 C -0.2660 -1.9463 -3.8900  C43 1.672, H49 1.193, C67 1.640, H117 1.170
85 N 1.1109 3.1394 -2.6794  H3 1.055, C18 1.513, H60 1.044
86 C -5.1318 -2.0909 7.2890  C10 1.499, C39 1.508, H56 1.092, H68 1.094
87 F 0.8745 0.8970 -1.5385  C18 1.481
88 H 7.4472 0.2416 0.7709  C17 1.092
89 H 2.4560 1.3385 0.4278  C75 1.194
90 C 3.0684 -0.7332 -8.3413  O40 1.365, C57 1.499, O69 1.220
91 C 7.7986 -1.8772 0.6772  C17 1.499, O20 1.365, O28 1.220
92 O 7.0662 1.9676 -3.6313  C14 1.220
93 C 9.0919 -0.4436 1.9964  H2 1.097, C17 1.508, H55 1.093, C77 1.506
94 H -4.2074 -0.4793 1.6111  C26 1.095
95 Br 3.7560 -0.9434 -1.0755  C97 2.036
96 H -9.2847 2.0274 5.4656  C109 1.092
97 C 3.8720 1.0725 -1.3382  C46 1.638, H62 1.194, C75 1.641, Br95 2.036
98 O -6.9073 1.0507 -0.0191  C19 1.220
99 H 1.0154 -3.5941 -2.9520  C43 1.186
100 H -0.4972 -0.1122 0.3960  C41 1.192
101 H -3.8594 -3.8116 7.2267  C39 1.097
102 H 9.4081 -1.4931 -2.1047  C83 1.093
103 C 8.7505 0.5122 -2.6830  C14 1.499, C83 1.508, H110 1.094, H116 1.092
104 H -3.8671 3.6690 -1.9410  C108 1.093
105 H -0.8163 -3.5459 -2.2143  C43 1.170
106 O 0.9964 1.0693 -3.9062  C18 1.501, C52 1.471
107 O -5.9666 -1.4737 9.4746  C10 1.220
108 C -4.1721 2.7634 -1.4101  C13 1.508, H24 1.097, C35 1.506, H104 1.093
109 C -9.1837 1.7321 4.4187  H61 1.094, C66 1.508, H96 1.092, C118 1.499
110 H 8.7252 0.7895 -1.6255  C103 1.094
111 H 6.9516 -0.6943 2.2253  C17 1.094
112 C -4.8812 0.0493 3.6078  C9 1.508, C26 1.506, H31 1.093, H53 1.097
113 C 3.3581 1.2964 -7.2166  H1 1.093, H11 1.097, C29 1.506, C57 1.508
114 H 4.2756 1.5949 0.8458  C75 1.194
115 H -1.4692 -0.7503 -2.3396  C67 1.170
116 H 9.5715 1.0176 -3.1968  C103 1.092
117 H 0.6708 -1.6640 -4.5318  C84 1.170
118 C -8.1506 0.6584 4.2568  O36 1.365, O65 1.220, C109 1.499

ΔE to the lowest compared entry with this formula, charge and spin: 7.0489 eV
SMILES: CC(=O)OCCCC(=O)O[C@@](N)(F)C[C@@H](C)Br.O=C1CCCO1.O=C1CCCO1.O=C1CCCO1.O=C1CCCO1.O=C1CCCO1.O=C1CCCO1.O=C1CCCO1
Spin multiplicity: 1
Maximum force: 8.6 eV Å⁻¹
Charge: 0